(A)
# C3H7ClO

C3H7ClO in the gas phase (the ωB97M-V functional and the def2-TZVPD basis, the Open Molecules 2025 dataset).

```
! wB97M-V def2-TZVPD RIJCOSX def2/J DEFGRID3
* xyz 0 1
H 1.072 1.869 0.289
H 2.283 -0.263 1.173
C 0.503 1.161 -0.239
H 2.592 -1.500 -0.133
H -0.258 0.346 1.550
O 1.317 0.034 -0.638
H 1.012 -1.497 0.715
H -1.253 1.608 0.858
Cl -1.564 -0.538 -0.151
H 0.131 1.680 -1.142
C 1.858 -0.842 0.354
C -0.616 0.786 0.613
*
```

The value obtained for the gap between HOMO and LUMO is 0.403 hartree. The value obtained for the HOMO energy is -10.02 eV. As for the SMILES: COCCCl. As for the LUMO energy: 0.95 eV.

Charges computed using Löwdin, reported in e: H 0.104; H 0.084; C -0.306; H 0.091; H 0.073; O -0.232; H 0.080; H 0.075; Cl 0.567; H 0.135; C -0.108; C -0.563

(B)
# C3H7ClO

C3H7ClO in the gas phase (the ωB97M-V functional and the def2-TZVPD basis, the Open Molecules 2025 dataset).

```
! wB97M-V def2-TZVPD RIJCOSX def2/J DEFGRID3
* xyz 0 1
O -2.262 -0.501 -0.064
H 0.218 -1.330 0.632
C 0.238 -0.529 -0.090
H -1.168 0.815 -1.150
H 1.237 1.365 -0.558
C -1.090 0.310 -0.177
Cl 2.932 -0.362 -0.092
H -1.100 1.023 0.693
H -2.057 -1.140 0.700
H 0.344 -0.954 -1.134
C 1.330 0.516 0.097
H 1.378 0.788 1.143
*
```

The value obtained for the gap between HOMO and LUMO is 0.408 hartree. The value obtained for the HOMO energy is -10.26 eV. As for the SMILES: OCCCCl. As for the LUMO energy: 0.85 eV.

Charges computed using Löwdin, reported in e: O -0.108; H 0.102; C -0.270; H 0.123; H 0.077; C -0.281; Cl 0.491; H 0.123; H 0.119; H 0.124; C -0.560; H 0.061

Question: which arrangement is favored energetically? Ranking from most to least stable: (B), (A).

(A)
# C6H11N2S

A gas-phase ion, C6H11N2S (charge +1) (the ωB97M-V functional and the def2-TZVPD basis, the Open Molecules 2025 dataset).

```
! wB97M-V def2-TZVPD RIJCOSX def2/J DEFGRID3
* xyz 1 1
C -1.877 1.508 -0.663
C -1.744 1.362 0.742
N 1.043 -0.644 1.736
H -2.229 2.572 -0.879
H 1.119 -1.466 -0.857
N 0.650 -0.562 -0.566
H -2.519 0.792 -1.083
H -0.782 1.832 -2.391
S -1.872 1.373 2.263
H 2.534 -2.071 1.419
H 1.043 -2.762 1.263
H 0.309 1.890 -0.951
H 1.643 -2.391 2.760
C -0.590 1.376 -1.495
H 0.721 0.185 -2.529
C 1.585 -2.018 1.723
H 0.899 -0.336 2.670
C 0.048 0.022 -1.679
C 0.718 -0.052 0.662
H -0.698 -0.611 -2.145
*
```

The value obtained for the gap between HOMO and LUMO (spin up / spin down) is 0.244 / 0.244 hartree. The value obtained for the HOMO energy (spin up / spin down) is -11.73 / -11.73 eV. As for the LUMO energy (spin up / spin down): -5.11 / -5.11 eV.

Charges computed using Löwdin, reported in e: C -0.200; C -0.494; N -0.015; H 0.180; H 0.174; N -0.002; H 0.127; H 0.091; S 1.028; H 0.047; H 0.064; H 0.155; H 0.108; C -0.178; H 0.138; C -0.038; H 0.116; C -0.249; C -0.178; H 0.127

(B)
# C6H11N2S

A gas-phase ion, C6H11N2S (charge +1) (the ωB97M-V functional and the def2-TZVPD basis, the Open Molecules 2025 dataset).

```
! wB97M-V def2-TZVPD RIJCOSX def2/J DEFGRID3
* xyz 1 1
C -2.560 0.126 0.732
H -0.821 1.472 1.626
C 1.140 1.512 -0.297
H -3.204 0.416 1.520
S -3.553 0.354 -0.711
H 1.478 -0.901 -1.727
H 1.400 1.497 -1.339
H 1.374 -2.252 -0.732
N -1.987 -1.260 0.628
C 0.079 0.519 -0.005
H -2.563 -2.045 0.864
C -0.809 -1.584 0.010
C -1.257 1.044 0.611
H -1.685 2.009 0.206
H 2.281 -1.012 -0.115
C 1.483 -1.214 -0.765
H 2.094 1.363 0.258
H -0.644 -2.628 -0.357
N 0.300 -0.794 -0.140
H 0.908 2.559 -0.278
*
```

The value obtained for the gap between HOMO and LUMO is 0.201 hartree. The value obtained for the HOMO energy is -11.45 eV. As for the SMILES: CC1=[N+](C)C=[NH+][C@H]([S-])C1. As for the LUMO energy: -5.97 eV.

Charges computed using Löwdin, reported in e: C -0.763; H 0.183; C 0.005; H 0.073; S 0.576; H 0.099; H 0.104; H 0.097; N 0.090; C -0.122; H 0.152; C 0.008; C -0.123; H 0.124; H 0.118; C 0.030; H 0.131; H 0.178; N -0.060; H 0.100

Question: which arrangement is favored energetically? Ranking from most to least stable: (B), (A).

(A)
# CH7NO

A molecular structure, CH7NO (the ωB97M-V functional and the def2-TZVPD basis, the Open Molecules 2025 dataset).

```
! wB97M-V def2-TZVPD RIJCOSX def2/J DEFGRID3
* xyz 0 1
N 0.746 -0.346 -1.077
O -2.050 -1.012 0.637
H -1.622 -0.396 1.247
H 1.752 -0.462 -1.231
H -1.401 -0.847 -0.067
H 0.536 -0.437 0.392
H -0.188 1.341 -0.066
H 1.186 0.952 1.262
C 0.449 0.707 0.515
H 0.593 0.500 -1.614
*
```

The value obtained for the gap between HOMO and LUMO is 0.362 hartree. The value obtained for the HOMO energy is -9.54 eV. As for the LUMO energy: 0.32 eV.

Charges computed using Löwdin, reported in e: N -0.034; O -0.087; H 0.006; H 0.032; H -0.010; H 0.031; H 0.036; H 0.021; C -0.007; H 0.012

(B)
# CH7NO

2 unconnected molecules or ions with the total composition CH7NO (the ωB97M-V functional and the def2-TZVPD basis, the Open Molecules 2025 dataset).

```
! wB97M-V def2-TZVPD RIJCOSX def2/J DEFGRID3
* xyz 0 1
H 0.872 -0.143 -0.518
N 1.335 -0.142 0.402
H 1.283 -1.139 0.569
H -2.089 -0.501 -1.074
C 0.417 0.504 1.409
H 0.310 -0.092 2.296
H -1.447 -0.850 -2.400
H -0.560 0.881 1.007
H 0.946 1.421 1.784
O -1.396 -0.201 -1.617
*
```

The value obtained for the gap between HOMO and LUMO is 0.365 hartree. The value obtained for the HOMO energy is -9.26 eV. As for the SMILES: CN.O. As for the LUMO energy: 0.68 eV.

Charges computed using Löwdin, reported in e: H 0.031; N -0.075; H 0.035; H -0.001; C -0.189; H 0.047; H 0.091; H 0.066; H 0.063; O -0.069

(C)
# CH7NO

2 unconnected molecules or ions with the total composition CH7NO (the ωB97M-V functional and the def2-TZVPD basis, the Open Molecules 2025 dataset).

```
! wB97M-V def2-TZVPD RIJCOSX def2/J DEFGRID3
* xyz 0 1
O -0.787 0.741 0.064
H 1.501 -0.894 -0.649
H 2.047 0.782 -0.574
N -1.475 -0.524 -0.134
H 1.403 -0.059 0.916
H -1.026 -0.951 0.628
H -2.488 -0.438 0.122
C 2.015 -0.146 -0.008
H 0.084 0.595 -0.286
H 3.017 -0.420 0.315
*
```

The value obtained for the gap between HOMO and LUMO is 0.385 hartree. The value obtained for the HOMO energy is -9.48 eV. As for the SMILES: NO.C. As for the LUMO energy: 1.01 eV.

Charges computed using Löwdin, reported in e: O -0.169; H 0.042; H 0.030; N -0.018; H 0.034; H 0.034; H 0.093; C -0.056; H -0.017; H 0.027

Question: which arrangement is favored energetically? Ranking from most to least stable: (B), (C), (A).